Model 1:
{
  "formula": "C5H11N2",
  "method": "wB97M-V/def2-TZVPD",
  "elements": ["C", "C", "C", "N", "C", "N", "C", "H", "H", "H", "H", "H", "H", "H", "H", "H", "H", "H"],
  "xyz": [[-0.724, -0.205, 1.983], [-0.106, -0.145, 0.847], [1.404, -0.412, 0.664], [1.506, -0.681, -0.769], [0.507, 0.147, -1.347], [-0.646, -0.009, -0.384], [-1.849, 0.719, -0.524], [-1.845, -0.052, 1.921], [-0.333, -0.288, 2.958], [1.959, 0.503, 1.013], [1.910, -1.210, 1.139], [2.467, -0.463, -1.048], [1.142, -1.682, -0.903], [0.243, -0.177, -2.385], [0.898, 1.171, -1.421], [-2.031, 1.509, 0.340], [-1.799, 1.227, -1.492], [-2.705, 0.049, -0.593]],
  "mulliken_charge": [-1.083, 0.661, -0.818, -0.025, -0.681, 0.054, -1.048, 0.267, 0.336, 0.301, 0.422, 0.342, 0.425, 0.390, 0.372, 0.368, 0.399, 0.319],
  "total_charge": 1,
  "smiles": "C=C1C[NH2+]CN1C",
  "e_lumo_ev": -3.6311,
  "homo_ev": -12.5
}


Model 2:
{
  "formula": "C5H11N2",
  "method": "wB97M-V/def2-TZVPD",
  "elements": ["C", "C", "C", "C", "C", "N", "N", "H", "H", "H", "H", "H", "H", "H", "H", "H", "H", "H"],
  "xyz": [[1.652, -0.479, 1.109], [1.943, -0.404, -0.135], [-1.236, -1.506, 0.267], [-0.588, 1.927, 0.285], [-0.333, -1.014, -0.940], [0.422, 1.313, -0.591], [0.649, 0.039, -0.701], [0.854, -0.376, 1.813], [2.904, -0.655, -0.553], [-1.327, -0.657, 0.870], [-2.100, -1.985, -0.189], [-0.554, -2.182, 0.688], [-1.172, 2.822, -0.120], [-1.489, 1.307, 0.513], [-0.114, 2.285, 1.300], [-1.098, -0.632, -1.656], [0.372, -1.744, -1.362], [1.213, 1.940, -0.597]],
  "mulliken_charge": [-0.179, -0.472, -1.065, -0.761, -0.275, -0.244, 0.294, 0.366, 0.375, 0.329, 0.330, 0.373, 0.314, 0.285, 0.315, 0.310, 0.375, 0.329],
  "total_charge": 1,
  "e_lumo_ev": [-5.6763, -4.8742],
  "homo_ev": [-14.0, -13.8]
}


Of them, model 1 has the highest stability.


Model 1:
{
  "formula": "C7H14O2",
  "method": "wB97M-V/def2-TZVPD",
  "elements": ["C", "C", "C", "C", "C", "C", "C", "O", "H", "H", "H", "H", "H", "H", "H", "H", "H", "H", "H", "H", "O", "H", "H"],
  "xyz": [[1.724, 1.317, 1.633], [1.077, 1.164, 0.297], [1.213, 0.065, -0.438], [0.765, -0.124, -1.865], [-0.775, -0.179, -1.978], [-1.393, -1.190, -0.974], [-2.359, -0.498, -0.065], [-2.182, -0.408, 1.126], [2.465, 0.521, 1.735], [2.324, 2.235, 1.710], [1.149, 1.324, 2.551], [0.487, 1.994, -0.089], [1.943, -0.647, -0.056], [1.006, 0.791, -2.423], [1.335, -0.837, -2.451], [-1.102, 0.817, -1.680], [-1.126, -0.374, -2.989], [-0.609, -1.623, -0.379], [-1.986, -2.000, -1.415], [-3.249, -0.016, -0.512], [0.020, -0.554, 2.895], [0.045, -1.507, 2.951], [-0.773, -0.271, 2.415]],
  "mulliken_charge": [-1.204, 0.210, -0.246, -1.030, -0.645, -0.433, -0.092, -0.538, 0.286, 0.359, 0.259, 0.300, 0.281, 0.327, 0.385, 0.294, 0.403, 0.261, 0.372, 0.404, -0.603, 0.254, 0.394],
  "smiles": "C/C=C/CCCC=O.O",
  "e_lumo_ev": 0.9364,
  "homo_ev": -9.1
}


Model 2:
{
  "formula": "C7H14O2",
  "method": "wB97M-V/def2-TZVPD",
  "elements": ["C", "C", "C", "C", "C", "C", "C", "O", "O", "H", "H", "H", "H", "H", "H", "H", "H", "H", "H", "H", "H", "H", "H"],
  "xyz": [[-1.232, 0.113, 1.360], [0.381, 0.902, -0.698], [-0.805, 0.174, -0.844], [-0.993, -0.831, 0.247], [-0.294, 0.422, 2.476], [0.559, -1.335, -2.161], [1.748, 0.514, -0.197], [-2.530, 0.274, 1.796], [0.419, 2.056, -1.474], [-3.104, -0.396, 1.396], [1.290, 2.140, -1.882], [-1.658, 0.635, -1.330], [-1.862, -1.465, 0.030], [-0.097, -1.499, 0.246], [0.743, 0.445, 2.154], [-0.522, 1.400, 2.914], [-0.394, -0.308, 3.293], [1.741, -0.422, 0.356], [-0.273, -1.937, -2.521], [0.964, -0.642, -2.896], [1.328, -1.963, -1.716], [2.123, 1.305, 0.468], [2.468, 0.417, -1.015]],
  "mulliken_charge": [0.474, 1.000, -0.581, -0.467, -1.175, -1.186, -1.791, -0.520, -0.546, 0.332, 0.346, 0.271, 0.422, 0.147, 0.241, 0.311, 0.324, 0.385, 0.394, 0.306, 0.381, 0.426, 0.506],
  "e_lumo_ev": [0.6534, 0.7613],
  "homo_ev": [-6.2, -6.9]
}


Of them, model 1 has the highest stability.


Model 1:
{
  "formula": "C7H14O2",
  "method": "wB97M-V/def2-TZVPD",
  "elements": ["C", "C", "O", "C", "C", "C", "O", "C", "C", "H", "H", "H", "H", "H", "H", "H", "H", "H", "H", "H", "H", "H", "H"],
  "xyz": [[1.690, -1.466, 0.407], [0.929, -0.432, -0.618], [2.168, 0.272, -0.919], [-0.059, 0.543, 0.061], [-1.396, -0.231, 0.272], [-2.333, -0.133, -0.954], [-1.155, -1.566, 0.622], [0.218, 1.283, 1.321], [-0.096, 2.038, -0.008], [0.879, -1.818, 1.181], [2.508, -0.752, 0.900], [2.291, -2.318, -0.060], [0.434, -1.009, -1.344], [1.931, 1.147, -1.501], [-1.990, 0.323, 1.095], [-3.384, -0.480, -0.733], [-2.564, 0.873, -1.540], [-1.929, -0.618, -1.863], [-0.422, -1.977, -0.044], [-0.626, 1.167, 2.009], [1.215, 1.244, 1.825], [-1.010, 2.558, -0.039], [0.837, 2.407, -0.392]],
  "mulliken_charge": [-1.129, -0.865, -0.549, 1.580, -0.104, -1.289, -0.652, -0.921, -0.702, 0.399, 0.320, 0.294, 0.604, 0.329, 0.254, 0.343, 0.276, 0.284, 0.438, 0.256, 0.260, 0.323, 0.251],
  "smiles": "C[C@H](O)C1([C@@H](C)O)CC1",
  "e_lumo_ev": 0.7324,
  "homo_ev": -9.8
}


Model 2:
{
  "formula": "C7H14O2",
  "method": "wB97M-V/def2-TZVPD",
  "elements": ["C", "C", "C", "C", "C", "C", "C", "O", "O", "H", "H", "H", "H", "H", "H", "H", "H", "H", "H", "H", "H", "H", "H"],
  "xyz": [[-1.392, 1.692, 0.782], [-0.925, 0.260, 0.637], [-0.183, -0.468, 1.876], [0.774, -1.088, 0.855], [0.316, -0.058, -0.197], [1.306, 1.078, -0.393], [-0.043, -0.662, -1.633], [-1.008, -1.668, -1.485], [1.095, -1.163, -2.272], [-0.589, 2.348, 1.108], [-1.787, 2.060, -0.163], [-2.190, 1.742, 1.520], [-1.763, -0.372, 0.345], [0.294, 0.250, 2.539], [-0.806, -1.153, 2.443], [1.834, -1.062, 1.105], [0.479, -2.100, 0.585], [1.657, 1.446, 0.568], [2.161, 0.724, -0.967], [0.851, 1.903, -0.935], [-0.413, 0.142, -2.288], [-1.182, -2.054, -2.352], [1.516, -1.798, -1.678]],
  "mulliken_charge": [-1.615, -0.295, -0.786, -0.970, 1.854, -1.911, -0.403, -0.552, -0.541, 0.329, 0.339, 0.447, 0.408, 0.307, 0.339, 0.351, 0.342, 0.433, 0.423, 0.385, 0.410, 0.354, 0.353],
  "smiles": "C[C@@H]1CC[C@@]1(C)C(O)O",
  "e_lumo_ev": 0.8047,
  "homo_ev": -9.7
}


Of them, model 2 has the highest stability.


Model 1:
{
  "formula": "C7H14O2",
  "method": "wB97M-V/def2-TZVPD",
  "elements": ["C", "C", "C", "C", "C", "C", "C", "O", "H", "H", "H", "H", "H", "H", "H", "H", "H", "H", "H", "H", "O", "H", "H"],
  "xyz": [[-1.335, -0.948, 2.726], [-1.052, -1.376, 1.310], [-1.137, -0.550, 0.271], [-0.878, -1.028, -1.146], [0.590, -1.339, -1.439], [1.445, -0.087, -1.406], [1.665, 0.479, -0.034], [1.684, 1.663, 0.211], [-2.084, -1.620, 3.158], [-0.412, -1.012, 3.307], [-1.749, 0.055, 2.824], [-0.783, -2.417, 1.189], [-1.419, 0.477, 0.407], [-1.471, -1.915, -1.340], [-1.201, -0.286, -1.843], [1.027, -2.057, -0.743], [0.663, -1.721, -2.447], [1.135, 0.713, -2.076], [2.458, -0.319, -1.726], [1.783, -0.246, 0.792], [-0.883, 2.590, -0.586], [0.052, 2.547, -0.847], [-0.781, 2.929, 0.309]],
  "mulliken_charge": [-1.272, 0.085, -0.280, -0.919, -0.574, -0.500, -0.019, -0.570, 0.353, 0.291, 0.322, 0.346, 0.316, 0.364, 0.381, 0.321, 0.329, 0.328, 0.349, 0.361, -0.627, 0.294, 0.320],
  "smiles": "C/C=C/CCCC=O.O",
  "e_lumo_ev": 0.9842,
  "homo_ev": -9.2
}


Model 2:
{
  "formula": "C7H14O2",
  "method": "wB97M-V/def2-TZVPD",
  "elements": ["C", "C", "C", "C", "C", "H", "H", "H", "H", "H", "H", "H", "H", "H", "H", "C", "C", "O", "O", "H", "H", "H", "H"],
  "xyz": [[0.136, -0.368, 0.054], [-0.528, -1.742, 0.584], [-1.915, -1.246, 1.082], [-2.229, -0.067, 0.133], [-1.024, 0.713, -0.131], [0.920, 0.216, 0.623], [0.815, -0.878, -0.813], [-0.052, -2.374, 1.393], [-0.828, -2.311, -0.268], [-1.672, -0.751, 2.108], [-2.709, -1.969, 1.196], [-3.089, 0.556, 0.324], [-2.559, -0.612, -0.801], [-0.940, 1.331, 0.858], [-1.006, 1.186, -1.170], [2.408, 1.707, -0.026], [1.665, 0.788, -1.065], [0.513, 0.930, -1.456], [2.523, -0.177, -1.395], [1.642, 2.581, 0.129], [2.494, 1.031, 0.882], [3.420, 2.123, -0.247], [2.017, -0.667, -1.995]],
  "mulliken_charge": [0.223, -0.614, -0.650, -0.881, -0.148, -0.116, -0.202, 0.316, 0.286, 0.229, 0.420, 0.415, 0.245, 0.159, 0.291, -1.054, 0.517, -0.492, -0.420, 0.270, 0.325, 0.368, 0.514],
  "smiles": "C1CCCC1.CC(=O)O",
  "e_lumo_ev": 0.7543,
  "homo_ev": -9.2
}


Of them, model 1 has the highest stability.


Model 1:
{
  "formula": "C7H14O2",
  "method": "wB97M-V/def2-TZVPD",
  "elements": ["C", "C", "C", "C", "C", "C", "C", "O", "H", "H", "H", "H", "H", "H", "H", "H", "H", "H", "H", "H", "O", "H", "H"],
  "xyz": [[1.311, 1.110, 2.849], [0.051, 1.526, 2.082], [-0.233, 0.698, 0.892], [-1.392, 0.330, 0.356], [-1.499, -0.422, -0.946], [-0.724, -1.452, -1.318], [-0.961, -2.601, -2.253], [0.306, -1.819, -0.474], [0.953, 0.121, 3.240], [1.560, 1.813, 3.647], [2.270, 0.909, 2.373], [-0.745, 1.736, 2.808], [0.219, 2.579, 1.745], [0.696, 0.532, 0.368], [-2.304, 0.287, 0.947], [-2.180, -0.011, -1.679], [-0.139, -2.848, -2.895], [-1.715, -2.465, -3.067], [-1.436, -3.484, -1.871], [1.190, -1.480, -0.654], [1.377, 1.411, -1.944], [2.307, 1.210, -2.083], [1.090, 2.319, -2.124]],
  "mulliken_charge": [-1.121, -0.534, -0.044, -0.153, -0.571, 0.612, -1.266, -0.522, 0.272, 0.335, 0.322, 0.317, 0.258, 0.139, 0.312, 0.310, 0.334, 0.363, 0.308, 0.329, -0.581, 0.290, 0.291],
  "smiles": "CC/C=C/C=C(/C)O.O",
  "e_lumo_ev": 0.5248,
  "homo_ev": -8.2
}


Model 2:
{
  "formula": "C7H14O2",
  "method": "wB97M-V/def2-TZVPD",
  "elements": ["C", "C", "C", "O", "H", "H", "H", "H", "H", "H", "C", "C", "O", "H", "H", "H", "H", "C", "C", "H", "H", "H", "H"],
  "xyz": [[2.495, 1.242, -1.905], [2.038, 2.231, -0.883], [0.839, 2.216, -0.306], [-0.109, 1.281, -0.567], [2.745, 1.742, -2.843], [3.390, 0.719, -1.563], [1.711, 0.514, -2.100], [2.729, 3.018, -0.610], [0.568, 2.977, 0.422], [-0.782, 1.180, 0.238], [-2.628, -1.022, -0.042], [-2.187, -0.420, 1.251], [-1.810, 0.743, 1.354], [-2.136, -0.535, -0.881], [-3.711, -0.914, -0.129], [-2.404, -2.086, -0.047], [-2.544, -0.949, 2.150], [0.379, -1.340, 1.190], [0.183, -2.632, 0.969], [0.594, -0.967, 2.182], [0.523, -0.632, 0.367], [0.019, -3.022, -0.024], [0.097, -3.347, 1.775]],
  "mulliken_charge": [-1.016, -0.089, -0.256, -0.502, 0.317, 0.270, 0.261, 0.341, 0.340, 0.357, -0.879, 0.128, -0.580, 0.245, 0.356, 0.304, 0.374, -0.416, -0.546, 0.293, 0.111, 0.330, 0.259],
  "smiles": "C/C=C\\O.CC=O.C=C",
  "e_lumo_ev": 0.4398,
  "homo_ev": -8.1
}


Of them, model 2 has the highest stability.